Record 1
ORCA calculation (ωB97M-V with the def2-TZVPD basis set) on a structure of composition C37H51Br2CaN8O3P.

CARTESIAN COORDINATES (ANGSTROEM)
Ca  0.36  1.10  -0.50
C  0.56  2.02  4.08
C  -0.75  2.27  4.46
C  -1.75  2.27  3.51
C  -1.44  2.02  2.17
N  -0.17  1.78  1.82
C  0.80  1.80  2.73
C  -2.48  1.93  1.09
C  -3.81  2.23  1.41
C  -4.81  2.04  0.47
C  -4.47  1.57  -0.79
C  -3.13  1.33  -1.09
C  -2.07  1.50  -0.19
H  1.38  2.02  4.79
H  -0.99  2.45  5.51
H  -2.77  2.46  3.81
H  1.80  1.64  2.36
H  -4.09  2.60  2.39
H  -5.84  2.26  0.72
H  -5.24  1.40  -1.53
H  -2.90  0.97  -2.10
C  -1.44  3.29  -3.46
C  -0.59  2.13  -3.85
N  -0.04  1.26  -3.03
C  0.66  0.36  -3.81
C  0.53  0.70  -5.12
N  -0.28  1.82  -5.14
H  -1.39  3.40  -2.38
H  -2.48  3.13  -3.75
H  -1.07  4.21  -3.92
H  1.21  -0.44  -3.35
H  0.95  0.28  -6.02
H  -0.50  2.39  -5.93
C  3.00  4.65  1.21
O  1.65  4.29  1.39
H  3.52  4.52  2.16
H  3.10  5.70  0.90
H  3.49  4.01  0.47
H  1.23  4.30  0.51
N  0.46  -1.17  -0.59
P  0.33  -2.07  0.61
N  -1.21  -2.38  1.30
C  -1.77  -1.48  2.33
C  -3.25  -1.23  2.12
C  -4.00  -2.56  1.97
C  -3.40  -3.38  0.81
C  -2.16  -2.70  0.23
N  1.26  -1.64  1.99
C  2.63  -1.25  1.61
C  3.64  -2.32  1.98
C  3.71  -2.47  3.51
C  2.39  -2.00  4.15
C  1.19  -2.35  3.27
N  0.74  -3.70  0.23
C  0.54  -4.86  1.07
C  -0.02  -6.03  0.27
C  0.86  -6.34  -0.94
C  1.06  -5.07  -1.77
C  1.61  -3.94  -0.91
H  -1.22  -0.54  2.35
H  -1.66  -1.95  3.31
H  -3.42  -0.60  1.24
H  -3.63  -0.67  2.97
H  -5.06  -2.38  1.81
H  -3.91  -3.11  2.91
H  -4.14  -3.51  0.01
H  -3.12  -4.38  1.15
H  -2.43  -1.80  -0.33
H  -1.66  -3.36  -0.48
H  2.90  -0.30  2.08
H  2.64  -1.04  0.54
H  4.62  -2.08  1.57
H  3.32  -3.26  1.52
H  4.54  -1.88  3.91
H  3.90  -3.51  3.79
H  2.41  -0.92  4.29
H  2.25  -2.45  5.13
H  0.29  -2.06  3.80
H  1.16  -3.44  3.15
H  -0.15  -4.59  1.87
H  1.49  -5.18  1.54
H  -1.03  -5.76  -0.07
H  -0.12  -6.91  0.91
H  0.43  -7.15  -1.54
H  1.84  -6.69  -0.58
H  0.11  -4.75  -2.20
H  1.75  -5.27  -2.61
H  1.67  -3.01  -1.46
H  2.62  -4.22  -0.57
Br  3.13  1.36  -1.01
Br  0.79  7.12  -6.86
C  1.14  5.73  -5.61
C  1.60  4.51  -6.07
N  1.86  3.49  -5.25
C  1.65  3.67  -3.94
C  1.20  4.87  -3.40
C  0.95  5.94  -4.25
C  0.97  5.05  -1.89
O  0.99  6.22  -1.48
O  0.71  3.99  -1.26
H  1.76  4.35  -7.13
H  1.85  2.83  -3.28
H  0.64  6.88  -3.84

The calculation puts the largest force on an atom at 0.94 eV/Å. The lowest unoccupied orbital energy comes out at 0.137 Eh. Its HOMO energy is -2.064 eV. The orbital gap is 5.80 eV. The value obtained for the energy is -8271.5176 a.u. The net charge is -2. Its spin multiplicity is 1.



Record 2
ORCA calculation (ωB97M-V with the def2-TZVPD basis set) on a structure of composition C8H10N2O3Rh in a non-equilibrium geometry.

CARTESIAN COORDINATES (ANGSTROEM)
C  0.89  1.63  -0.49
C  1.44  0.43  -1.04
C  2.34  -0.14  -0.08
C  2.33  0.69  1.09
C  1.43  1.80  0.83
Rh  0.48  0.05  0.71
C  -1.01  -1.69  -1.40
C  -1.65  -0.39  -1.31
C  -2.14  0.40  -2.37
N  -1.55  0.04  -0.04
H  2.91  -1.06  -0.24
H  1.25  0.03  -2.04
H  2.88  0.52  2.01
H  1.15  2.60  1.52
H  0.26  2.35  -1.02
H  -0.16  -1.88  -2.05
H  -2.19  0.72  0.35
H  -1.47  -2.47  -0.80
H  -2.40  -0.03  -3.33
H  -2.29  1.46  -2.20
O  -0.51  0.02  3.09
N  -0.65  -1.26  3.04
O  -1.07  -1.99  3.92
O  -0.25  -1.81  1.88

The calculation puts the largest force on an atom at 10.42 eV/Å. The lowest unoccupied orbital energy (spin up / spin down) comes out at 0.134 / 0.076 Eh. The expectation value of S² is 6.05. Its HOMO energy (spin up / spin down) is -1.769 / -4.231 eV. The orbital gap (spin up / spin down) is 5.42 / 6.30 eV. The value obtained for the energy is -756.3077 a.u. The net charge is -1. Its spin multiplicity is 5.



Record 3
ORCA calculation (ωB97M-V with the def2-TZVPD basis set) on a structure of composition C20H37BiN2O2P2Si in a non-equilibrium geometry.

CARTESIAN COORDINATES (ANGSTROEM)
Bi  0.13  0.82  -0.04
P  2.21  -0.91  0.20
C  2.30  -1.22  -1.61
C  1.00  -1.62  -2.26
N  -0.14  -1.03  -1.82
C  -1.32  -1.35  -2.40
C  -1.38  -2.24  -3.46
C  -0.22  -2.81  -3.97
C  0.99  -2.47  -3.36
C  -2.60  -0.76  -1.87
P  -2.37  0.81  -0.97
H  1.95  -2.83  -3.72
H  -2.36  -2.45  -3.89
H  -0.25  -3.49  -4.81
H  -3.29  -0.58  -2.70
H  -3.08  -1.47  -1.17
H  2.67  -0.29  -2.09
H  3.05  -2.02  -1.77
H  0.83  3.48  -1.70
O  1.20  2.67  -2.10
H  2.10  2.88  -2.40
H  -0.76  4.40  0.18
O  -0.51  4.22  -0.75
H  -0.67  5.06  -1.20
C  -2.63  2.05  -2.27
H  -3.67  1.95  -2.63
H  -2.46  3.06  -1.86
H  -1.94  1.88  -3.10
C  -3.83  0.92  0.09
H  -3.77  1.83  0.71
H  -4.73  0.97  -0.53
H  -3.89  0.04  0.75
C  1.99  -2.54  0.96
H  2.87  -3.18  0.80
H  1.82  -2.44  2.04
H  1.11  -3.04  0.52
C  3.91  -0.39  0.60
H  3.97  -0.03  1.64
H  4.60  -1.25  0.49
H  4.24  0.41  -0.07
C  1.79  2.82  1.93
Si  0.65  1.87  3.11
C  1.78  0.82  4.16
C  -0.29  3.14  4.11
N  -0.39  0.72  2.21
C  -1.30  -0.16  2.79
C  -1.65  -1.38  2.15
C  -2.68  -2.18  2.66
C  -3.41  -1.76  3.79
C  -3.04  -0.58  4.44
C  -1.98  0.20  3.98
H  2.49  3.34  2.61
H  1.28  3.59  1.33
H  2.40  2.19  1.26
H  2.57  1.43  4.64
H  1.21  0.31  4.96
H  2.26  0.05  3.54
H  -1.20  3.47  3.60
H  -0.55  2.79  5.12
H  0.38  4.00  4.21
H  -1.08  -1.71  1.26
H  -2.93  -3.12  2.17
H  -4.26  -2.35  4.15
H  -3.58  -0.26  5.32
H  -1.70  1.13  4.48

The calculation puts the largest force on an atom at 2.31 eV/Å. The lowest unoccupied orbital energy comes out at -0.247 Eh. Its HOMO energy is -12.712 eV. The orbital gap is 5.99 eV. The value obtained for the energy is -2230.6491 a.u. The net charge is +2. Its spin multiplicity is 1.



Record 4
ORCA calculation (ωB97M-V with the def2-TZVPD basis set) on a structure of composition C38H24F15FeGeN2O6S in a non-equilibrium geometry.

CARTESIAN COORDINATES (ANGSTROEM)
Fe  -0.13  -0.37  -0.32
O  -1.01  4.46  -2.77
C  0.24  4.17  -3.15
C  0.97  5.11  -3.88
C  2.27  4.85  -4.27
C  2.88  3.64  -3.94
C  2.16  2.70  -3.23
C  0.84  2.94  -2.85
C  0.13  1.86  -2.14
O  0.66  0.72  -2.06
N  -1.08  2.15  -1.66
N  -1.67  1.12  -1.02
C  -2.91  1.21  -0.69
C  -3.68  0.16  -0.10
C  -5.02  0.42  0.20
C  -5.84  -0.51  0.78
C  -5.32  -1.77  1.09
C  -4.02  -2.08  0.78
C  -3.14  -1.15  0.17
O  -1.94  -1.50  -0.10
H  -1.34  3.66  -2.26
H  0.50  6.05  -4.13
H  2.81  5.58  -4.84
H  3.90  3.45  -4.23
H  2.60  1.76  -2.95
H  -3.45  2.15  -0.88
H  -5.41  1.40  -0.03
H  -6.88  -0.28  1.00
H  -5.95  -2.50  1.58
H  -3.63  -3.06  1.01
C  -0.63  1.38  2.66
O  -0.95  0.17  2.01
C  -0.73  -0.99  2.78
C  0.74  -1.45  2.71
O  1.17  -1.71  1.39
C  0.91  -3.00  0.87
C  1.58  -3.05  -0.50
O  0.78  -2.36  -1.44
C  1.47  -2.12  -2.66
H  -1.29  1.52  3.53
H  -0.80  2.16  1.93
H  0.41  1.41  2.97
H  -1.39  -1.76  2.36
H  -1.00  -0.81  3.83
H  0.90  -2.33  3.35
H  1.38  -0.64  3.06
H  -0.16  -3.17  0.76
H  1.35  -3.76  1.52
H  1.70  -4.10  -0.82
H  2.56  -2.57  -0.44
H  1.87  -3.06  -3.07
H  2.28  -1.40  -2.51
H  0.74  -1.69  -3.35
F  6.18  3.03  1.12
C  5.38  3.37  2.14
C  4.44  2.46  2.58
C  3.61  2.88  3.60
F  2.66  2.02  4.02
C  3.71  4.12  4.20
F  2.89  4.48  5.20
C  4.68  5.01  3.75
F  4.79  6.22  4.31
C  5.52  4.63  2.71
F  6.46  5.49  2.28
Ge  3.94  0.75  1.64
S  2.12  1.24  0.72
C  4.25  -0.66  3.10
C  4.12  -1.98  2.68
F  3.95  -2.19  1.36
C  4.20  -3.06  3.52
F  4.00  -4.32  3.07
C  4.49  -2.84  4.87
F  4.58  -3.88  5.72
C  4.69  -1.54  5.32
F  5.00  -1.33  6.61
C  4.56  -0.48  4.44
F  4.79  0.76  4.91
C  5.57  0.19  0.57
C  5.49  -0.26  -0.73
F  4.30  -0.29  -1.33
C  6.60  -0.71  -1.43
F  6.48  -1.15  -2.69
C  7.84  -0.70  -0.81
F  8.93  -1.12  -1.48
C  7.96  -0.26  0.50
F  9.16  -0.27  1.11
C  6.82  0.16  1.17
F  6.93  0.56  2.45

The calculation puts the largest force on an atom at 1.57 eV/Å. The lowest unoccupied orbital energy (spin up / spin down) comes out at 0.071 / 0.071 Eh. The expectation value of S² is 6.01. Its HOMO energy (spin up / spin down) is -4.798 / -4.857 eV. The orbital gap (spin up / spin down) is 6.74 / 6.80 eV. The value obtained for the energy is -7260.2740 a.u. The net charge is -1. Its spin multiplicity is 5.